1.
DFT (wB97M-V/def2-TZVPD) results for a 2-piece molecular cluster, C5H11NO2 overall.

The geometry in XYZ format:
```
19
Properties=species:S:1:pos:R:3:nbo_charge:R:1
N -0.2861 -1.9157 -0.8996 -0.8412
C 0.3221 -1.4226 0.3008 0.3644
O -0.4720 -1.4387 1.4464 -0.7231
C 1.7778 -1.7005 0.4963 -0.4280
C 1.3246 -0.3145 0.1263 -0.4633
H -0.5617 -2.8839 -0.7739 0.3638
H -1.1242 -1.3901 -1.1053 0.3566
H -1.1609 -0.7572 1.3688 0.4932
H 2.2811 -2.2865 -0.2530 0.2199
H 2.1120 -1.8697 1.5077 0.2241
H 1.5180 0.0221 -0.8809 0.2151
H 1.3767 0.4523 0.8851 0.2150
C -0.7239 2.7772 -0.1975 -0.7275
C -1.4083 1.4771 -0.4414 0.4711
O -1.9113 0.7813 0.3998 -0.5634
H -0.8332 3.0928 0.8425 0.2355
H 0.3287 2.6707 -0.4486 0.2453
H -1.1430 3.5327 -0.8695 0.2363
H -1.4164 1.1732 -1.5040 0.1060
```

multiplicity: 1
max |F|: 0.50 eV/A
ΔE to the lowest compared entry with this formula, charge and spin: 191.0 kJ/mol
HOMO level: -9.539 eV
SMILES: NC1(O)CC1.CC=O

=====

2.
DFT (wB97M-V/def2-TZVPD) results for a 2-piece molecular cluster, C5H11NO2 overall.

The geometry in XYZ format:
```
19
Properties=species:S:1:pos:R:3:nbo_charge:R:1
C -1.1324 -0.3833 -1.6108 0.0013
N -0.4509 0.8053 -1.8423 -0.2900
C -1.2020 1.9302 -1.6523 -0.5000
C 2.1064 -0.0389 1.3333 -0.6963
C 1.7840 -1.2904 2.1379 -0.1154
C 0.5620 -1.3716 2.7774 0.2157
O -0.3084 -0.4508 2.9220 -0.5241
O -2.3390 -0.4958 -2.5271 -0.7136
H -1.6762 -0.4579 -0.6511 0.2015
H -0.4944 -1.2626 -1.9103 0.1814
H -1.9840 -0.1003 -3.3194 0.4558
H -2.3157 1.7065 -1.7816 0.2253
H -0.8298 2.8317 -2.2227 0.2202
H -1.2233 2.2190 -0.6048 0.2537
H 3.1912 0.2318 1.4683 0.2341
H 1.8067 -0.2159 0.1667 0.2565
H 1.5416 0.8164 1.8242 0.2543
H 2.5693 -2.1500 2.2103 0.2141
H 0.3947 -2.3234 3.2824 0.1257
```

multiplicity: 1
max |F|: 3.49 eV/A
ΔE to the lowest compared entry with this formula, charge and spin: 823.7 kJ/mol
HOMO level: -6.979 eV

=====

For reference, calculated total energy by record: -10947.28754, -10940.73019 eV.